C32H55N7 | ωB97M-V with the def2-TZVPD basis set

```
94
Properties=species:S:1:pos:R:3:forces:R:3
N 4.73676 -3.90539 -1.74421 -0.07 -0.31 -0.19
C 5.71967 -3.19571 -2.36702 0.16 -0.08 0.18
C 6.78651 -3.12742 -1.50503 -0.09 0.19 0.16
C 6.40930 -3.80921 -0.31584 0.50 0.05 -0.08
C 5.16168 -4.32306 -0.51463 -0.41 0.19 -0.01
H 3.87966 -4.17418 -2.20107 -0.01 0.04 0.07
H 5.56546 -2.82928 -3.36536 0.07 0.01 -0.06
H 7.73613 -2.63921 -1.64989 -0.07 0.08 -0.18
H 7.01938 -3.86781 0.56960 -0.07 -0.22 0.05
H 4.52299 -4.92730 0.10598 0.01 0.07 0.10
N 3.16087 3.00946 -3.58948 0.23 0.04 0.13
C 2.09034 2.63274 -4.35434 0.34 0.01 -0.10
C 1.18717 3.66095 -4.35130 0.02 0.00 -0.04
C 1.71631 4.68279 -3.51170 -0.04 -0.05 -0.52
C 2.96103 4.27030 -3.11013 -0.72 0.22 0.67
H 3.99768 2.46685 -3.45363 -0.06 -0.06 -0.13
H 2.10539 1.68248 -4.85667 -0.10 0.03 -0.09
H 0.31230 3.70639 -4.97825 -0.20 -0.05 0.26
H 1.22644 5.60829 -3.25937 0.13 0.07 -0.02
H 3.59148 4.76608 -2.39200 0.36 -0.22 -0.14
N 1.43696 0.54830 -1.80258 -0.59 0.32 0.12
C 2.05662 -0.59078 -2.26367 0.06 0.80 0.20
C 1.61630 -1.62079 -1.48328 0.05 -0.51 -0.27
C 0.66029 -1.11670 -0.57000 0.05 -0.01 -0.04
C 0.56763 0.23389 -0.80433 -0.33 -0.63 0.12
H 1.47728 1.50769 -2.10719 0.44 -0.23 -0.59
H 2.74683 -0.55087 -3.08849 0.12 -0.03 0.06
H 1.91092 -2.64990 -1.61135 0.01 -0.01 0.07
H 0.10812 -1.71289 0.13686 -0.09 0.16 0.07
H -0.16740 0.93990 -0.45623 0.26 0.18 0.24
N 6.58212 0.91925 -4.93550 -0.12 -0.73 0.11
C 5.55578 0.01262 -4.80112 0.27 0.33 0.21
C 4.50025 0.48759 -5.51913 -0.35 0.25 -0.55
C 4.89581 1.71867 -6.13428 0.21 -0.87 -0.06
C 6.20402 1.91704 -5.78165 -0.04 0.65 0.02
H 7.48440 0.78546 -4.51410 0.01 0.20 -0.12
H 5.67909 -0.86628 -4.19691 -0.04 -0.04 0.06
H 3.55410 0.00366 -5.70407 0.02 -0.12 0.23
H 4.29552 2.26188 -6.84301 0.10 0.28 0.11
H 6.88958 2.70511 -6.04315 -0.01 0.03 0.00
N 1.78698 -5.64830 -3.56678 -0.31 -0.05 0.14
C 0.72182 -4.82411 -3.79042 -0.09 0.10 -0.52
C 1.16487 -3.77152 -4.54267 0.11 0.58 0.58
C 2.57259 -3.89728 -4.68231 0.09 -0.34 0.16
C 2.92006 -5.10459 -4.11316 -0.24 -0.28 -0.10
H 1.74312 -6.52724 -3.08360 0.03 -0.02 -0.07
H -0.27623 -4.98936 -3.42419 0.08 -0.32 0.08
H 0.54822 -2.94151 -4.84580 0.08 0.06 0.01
H 3.26557 -3.14869 -5.03071 -0.05 -0.16 -0.47
H 3.79203 -5.73643 -4.16103 0.30 0.41 0.14
C -2.72630 2.47155 1.39220 -0.50 -0.18 0.16
C -4.00082 3.24042 1.03332 0.10 0.52 -0.11
N -5.11970 3.17941 1.98126 0.62 -0.46 0.30
C -4.73694 3.63926 3.31993 -0.48 0.93 0.00
C -4.22497 5.08097 3.35653 -0.41 -0.03 0.05
C -5.69290 1.83744 2.06928 -0.68 -0.12 -0.24
C -6.87371 1.62788 1.11749 0.24 -0.05 0.21
H -1.99199 2.58297 0.59656 0.08 0.03 0.03
H -2.95262 1.40987 1.50579 0.20 -0.05 -0.02
H -2.30773 2.82332 2.33463 0.15 0.03 -0.04
H -3.74320 4.29765 0.93818 -0.01 -0.03 -0.15
H -4.33918 2.93453 0.04060 -0.19 -0.09 0.10
H -4.03042 2.98843 3.85162 -0.02 -0.20 -0.12
H -5.67482 3.67351 3.88116 0.13 -0.34 0.20
H -4.99461 5.75551 2.97329 0.10 -0.08 -0.29
H -3.30261 5.23023 2.79937 0.08 0.06 0.11
H -4.09391 5.39053 4.39497 0.30 -0.14 0.00
H -4.94646 1.05529 1.88822 0.05 -0.02 0.10
H -6.09048 1.67613 3.07391 0.24 0.06 0.10
H -7.68973 2.30199 1.37632 0.08 0.17 -0.15
H -6.56857 1.77848 0.08221 -0.16 0.02 -0.05
H -7.25925 0.61289 1.23775 0.08 -0.05 -0.15
C -1.31703 -1.51275 3.06316 -0.07 -0.01 -0.82
C -2.38155 -1.93134 4.05593 0.14 0.10 0.21
N -2.45984 -1.02098 5.19551 0.26 -0.03 0.27
C -2.36224 -1.69967 6.47649 -0.24 -0.20 0.18
C -2.44438 -0.74368 7.65229 -0.38 0.74 -0.61
C -3.52393 -0.03979 5.05537 0.19 -0.06 -0.86
C -4.97067 -0.55667 5.22025 0.45 0.20 0.17
H -0.29316 -1.65853 3.40360 -0.07 -0.03 0.24
H -1.41860 -0.46516 2.76981 -0.07 0.03 0.16
H -1.45136 -2.09101 2.14085 0.15 -0.02 0.06
H -3.34553 -1.99554 3.53617 -0.05 -0.02 0.06
H -2.16223 -2.94036 4.41398 -0.03 0.00 0.03
H -3.14988 -2.46863 6.58553 0.06 -0.02 0.06
H -1.41066 -2.23537 6.51870 0.02 0.03 -0.16
H -2.13884 -1.20275 8.58658 -0.03 -0.01 0.06
H -1.85317 0.15194 7.43898 0.37 -0.24 0.19
H -3.45995 -0.34111 7.72790 -0.03 -0.29 0.32
H -3.38858 0.33634 4.03376 -0.18 0.12 0.07
H -3.33297 0.83672 5.67498 0.00 -0.19 0.28
H -5.46655 -0.68605 4.26006 -0.09 0.06 0.02
H -5.51082 0.16800 5.82884 -0.33 -0.17 -0.08
H -4.97697 -1.52340 5.72485 -0.08 0.05 0.11
```
Forces are in eV/Å.

## Properties
* frontier orbital gap: 8.7 eV
* energy above the lowest of the compared OMol25 structures with the same formula, charge and spin: 0.00 kJ/mol

Results of the Löwdin charge analysis, in e, for atoms 1 through 4: 0.01 -0.15 -0.11 -0.12